# 1
Computed, not measured: a structure of composition C7H18MgO6S3 in a non-equilibrium geometry, with ωB97M-V/def2-TZVPD.

The geometry in XYZ format:
```
35
C7H18MgO6S3 | the OMol25 dataset | ωB97M-V/def2-TZVPD
Mg -0.239 0.425 -1.268
C -0.219 2.202 -2.451
O 0.537 2.164 -1.519
O -1.318 1.862 -2.007
O 0.207 1.191 -2.993
C 3.268 -0.106 -1.935
S 2.375 -0.045 -0.299
O 1.090 -0.790 -0.628
C 3.466 -1.211 0.567
H 2.432 -0.275 -2.614
H 3.846 -1.026 -2.023
H 3.898 0.729 -2.240
H 2.918 -1.719 1.360
H 4.275 -0.669 1.057
H 3.915 -1.936 -0.113
C -3.267 -2.237 0.425
S -1.797 -2.430 -0.769
O -1.500 -1.067 -1.363
C -0.577 -2.833 0.526
H -3.383 -3.096 1.086
H -4.208 -2.091 -0.104
H -3.068 -1.430 1.130
H -0.439 -1.981 1.192
H 0.376 -3.052 0.045
H -0.870 -3.622 1.219
C -2.581 2.275 1.012
S -1.099 1.362 1.778
O -0.613 0.524 0.630
C 0.087 2.682 1.891
H -2.350 2.935 0.177
H -3.010 2.940 1.761
H -3.276 1.503 0.682
H 0.008 3.432 1.105
H 1.056 2.185 1.836
H 0.060 3.207 2.846
```

Results
LUMO = 0.0022 Ha
strongest force on any atom = 19.3 eV/Å
HOMO = -5.0 eV
frontier orbital gap = 5.0 eV

Here are the natural (NBO) charges for atoms 1 to 5, given in e:
1. Mg 1.80
2. C 0.93
3. O -0.95
4. O -0.92
5. O -0.95

=====

# 2
Computed, not measured: a cluster of 2 separate species, C7H18N3 in total in a non-equilibrium geometry, with ωB97M-V/def2-TZVPD.

The geometry in XYZ format:
```
28
C7H18N3 | the OMol25 dataset | ωB97M-V/def2-TZVPD
C 3.908 -0.635 1.898
C -3.162 0.378 -0.187
C -0.444 -2.093 -1.197
C -2.147 -0.759 0.016
C -1.047 -0.753 -1.024
C 0.006 0.325 -0.713
C -0.023 1.606 0.060
N 3.240 -0.144 0.966
N 0.809 2.701 -0.144
N 0.632 0.363 0.667
H 4.928 -0.659 2.266
H 3.359 -1.531 2.444
H -2.827 1.437 -0.036
H -3.546 0.586 -1.328
H -4.097 0.222 0.371
H 0.503 -2.231 -0.611
H -1.087 -2.912 -0.946
H -0.099 -2.325 -2.246
H -2.661 -1.816 0.078
H -1.687 -0.761 1.006
H -1.463 -0.496 -2.022
H 0.921 0.184 -1.454
H -1.090 1.912 0.505
H 0.350 3.608 -0.177
H 1.680 2.743 -0.725
H 1.647 0.292 0.715
H -0.092 0.056 1.419
H 3.489 0.702 0.400
```

Results
LUMO = -0.0905 Ha
strongest force on any atom = 5.2 eV/Å
HOMO = -13.5 eV
charge = +1
frontier orbital gap = 11.0 eV

Here are the natural (NBO) charges for atoms 1 to 5, given in e:
1. C 0.05
2. C -0.63
3. C -0.62
4. C -0.41
5. C -0.26

=====

# 3
Computed, not measured: a structure of composition C7H18N3O7S2, with ωB97M-V/def2-TZVPD.

The geometry in XYZ format:
```
37
C7H18N3O7S2 | the OMol25 dataset | ωB97M-V/def2-TZVPD
C 3.644 -3.880 0.153
C 4.530 -3.367 -0.979
O 5.032 -2.070 -0.713
C 4.408 -1.042 -1.446
C 2.969 -0.804 -0.981
O 2.604 0.526 -1.318
S 1.134 0.985 -0.808
O 0.959 2.280 -1.401
O 1.174 0.918 0.626
N 0.249 -0.142 -1.512
S -1.080 -0.614 -0.745
N -1.692 -1.638 -1.933
O -0.873 -1.468 0.399
O -2.007 0.473 -0.567
H 3.968 -3.455 1.100
H 2.608 -3.571 0.004
H 3.662 -4.968 0.203
H 5.388 -4.032 -1.102
H 3.981 -3.362 -1.925
H 4.979 -0.126 -1.315
H 4.398 -1.294 -2.513
H 2.299 -1.517 -1.463
H 2.924 -0.958 0.099
H -1.120 -1.526 -2.762
H -1.532 -2.574 -1.580
C -4.687 4.567 1.953
O -5.784 5.029 2.231
N -4.401 3.261 1.878
C -3.074 2.763 1.543
C -5.461 2.305 2.141
H -3.817 5.209 1.734
H -3.105 2.148 0.645
H -2.681 2.159 2.362
H -2.397 3.597 1.370
H -6.283 2.446 1.438
H -5.854 2.440 3.149
H -5.062 1.300 2.034
```

Results
LUMO = 0.1029 Ha
strongest force on any atom = 0.7 eV/Å
HOMO = -5.9 eV
charge = -1
frontier orbital gap = 8.7 eV

Here are the natural (NBO) charges for atoms 1 to 5, given in e:
1. C -0.64
2. C -0.06
3. O -0.54
4. C -0.07
5. C -0.11

=====

# 4
Computed, not measured: a structure of composition C7H18N4O2SSe4V in a non-equilibrium geometry, with ωB97M-V/def2-TZVPD.

The geometry in XYZ format:
```
37
C7H18N4O2SSe4V | the OMol25 dataset | ωB97M-V/def2-TZVPD
V -0.884 -0.321 -2.162
C 3.713 0.097 -2.907
O 2.813 1.229 -2.914
C 1.533 0.946 -2.862
O 1.076 -0.197 -2.803
N 0.762 2.054 -2.862
N -0.628 1.897 -2.851
H 4.710 0.522 -2.908
H 3.553 -0.514 -3.792
H 3.550 -0.507 -2.018
H 1.191 2.957 -2.991
H -1.033 2.162 -3.743
H -1.042 2.470 -2.123
Se -3.137 -0.061 -2.516
Se -4.320 -2.040 -2.421
Se -2.649 -3.712 -2.365
Se -0.647 -2.619 -2.010
C 1.928 0.819 2.051
N 0.690 0.116 2.376
C 0.759 -0.690 3.592
C -0.311 -0.007 1.499
S -0.053 0.547 -0.122
N -1.488 -0.488 1.920
C -2.007 -0.195 3.254
C -2.484 -1.000 0.989
H 2.479 0.983 2.974
H 1.717 1.781 1.594
H 2.543 0.234 1.365
H 1.721 -1.202 3.612
H -0.025 -1.440 3.608
H 0.684 -0.067 4.484
H -1.364 0.508 3.775
H -2.125 -1.099 3.854
H -2.991 0.264 3.141
H -2.005 -1.485 0.146
H -3.139 -0.206 0.625
H -3.091 -1.739 1.512
```

Results
LUMO (spin up / spin down) = -0.1537 / -0.1270 Ha
strongest force on any atom = 1.2 eV/Å
multiplicity = 3
HOMO (spin up / spin down) = -10.0 / -10.0 eV
charge = +1
frontier orbital gap (spin up / spin down) = 5.8 / 6.5 eV
⟨S²⟩ = 2.3294

Here are the natural (NBO) charges for atoms 1 to 5, given in e:
1. V 0.57
2. C -0.26
3. O -0.47
4. C 0.91
5. O -0.67

=====

# 5
Computed, not measured: a cluster of 2 separate species, C7H18NO5P2 in total in a non-equilibrium geometry, with ωB97M-V/def2-TZVPD.

The geometry in XYZ format:
```
33
C7H18NO5P2 | the OMol25 dataset | ωB97M-V/def2-TZVPD
O 0.643 -1.963 -1.013
P 1.859 -1.069 -0.613
N 2.772 -1.979 0.608
C 2.766 -1.865 1.943
C 3.771 -3.019 2.421
C 4.701 -3.435 1.181
C 3.685 -3.025 0.003
H 2.624 -0.854 -1.826
H 1.341 0.171 -0.123
H 2.172 -1.123 2.563
H 3.044 -3.920 2.476
H 4.198 -2.978 3.472
H 5.019 -4.523 1.108
H 5.618 -2.765 1.173
H 4.310 -2.428 -0.748
H 3.184 -3.836 -0.618
C -3.190 -0.345 -0.117
O -2.860 0.996 0.253
P -2.557 2.045 -1.083
O -1.359 2.627 -0.334
O -3.911 2.934 -0.805
C -4.690 2.833 0.373
O -2.289 3.005 -2.477
C -1.687 4.278 -2.316
H -3.369 -0.923 0.790
H -4.095 -0.357 -0.730
H -2.363 -0.796 -0.672
H -4.076 2.934 1.269
H -5.236 1.889 0.381
H -5.423 3.643 0.361
H -0.608 4.174 -2.181
H -2.130 4.827 -1.483
H -1.860 4.847 -3.236
```

Results
LUMO = -0.1998 Ha
strongest force on any atom = 10.1 eV/Å
HOMO = -11.5 eV
charge = +1
frontier orbital gap = 6.1 eV

Here are the natural (NBO) charges for atoms 1 to 5, given in e:
1. O -1.02
2. P 1.51
3. N -0.58
4. C 0.32
5. C -0.49

=====

# 6
Computed, not measured: a cluster of 4 separate species, C7H18NO6 in total in a non-equilibrium geometry, with ωB97M-V/def2-TZVPD.

The geometry in XYZ format:
```
32
C7H18NO6 | the OMol25 dataset | ωB97M-V/def2-TZVPD
C -2.677 1.294 0.765
C -1.151 1.549 0.999
O -0.804 2.696 1.227
N -0.119 0.528 1.015
C -0.334 -0.371 2.183
C -0.104 -0.289 -0.216
O -1.114 -0.818 -0.728
O 1.072 -0.479 -0.739
H -2.903 0.232 1.071
H -2.877 1.365 -0.339
H -3.321 2.001 1.347
H -1.238 -1.011 1.939
H 0.578 -1.002 2.368
H -0.541 0.303 3.064
C 1.892 -0.313 -3.696
O 2.295 0.477 -4.820
H 1.866 -1.361 -3.994
H 2.607 -0.189 -2.882
H 0.899 -0.008 -3.366
H 2.309 1.394 -4.529
C 0.470 2.882 4.992
O 1.180 1.650 4.961
H -0.597 2.670 4.964
H 0.707 3.424 5.913
H 0.739 3.488 4.124
H 2.119 1.860 4.985
C 0.038 -3.959 -3.334
O -0.529 -3.025 -4.241
H 0.600 -4.700 -3.904
H 0.712 -3.445 -2.644
H -0.755 -4.462 -2.773
H -1.019 -2.381 -3.714
```

Results
LUMO = 0.1090 Ha
strongest force on any atom = 5.1 eV/Å
HOMO = -4.3 eV
charge = -1
frontier orbital gap = 7.3 eV

Here are the natural (NBO) charges for atoms 1 to 5, given in e:
1. C -0.74
2. C 0.73
3. O -0.57
4. N -0.57
5. C -0.41

=====

# 7
Computed, not measured: a structure of composition C7H18NO8P2PtSe2 in a non-equilibrium geometry, with ωB97M-V/def2-TZVPD.

The geometry in XYZ format:
```
39
C7H18NO8P2PtSe2 | the OMol25 dataset | ωB97M-V/def2-TZVPD
Pt 0.030 0.152 0.071
O -3.914 -3.092 -2.229
C -3.236 -2.072 -2.938
C -2.261 -1.361 -1.979
C -1.235 -2.380 -1.513
O -0.508 -1.822 -0.360
C -1.630 -0.248 -2.802
Se 0.155 0.163 -2.266
C -3.126 -0.829 -0.840
Se -2.310 0.052 0.661
H -4.580 -3.495 -2.795
H -3.935 -1.331 -3.337
H -2.659 -2.490 -3.772
H -0.543 -2.590 -2.330
H -1.736 -3.304 -1.233
H 0.014 -2.495 0.096
H -2.216 0.666 -2.744
H -1.547 -0.520 -3.856
H -3.675 -1.655 -0.386
H -3.849 -0.137 -1.270
N 3.017 1.932 3.239
C 2.380 1.545 1.909
C 3.302 1.844 0.732
P 0.799 2.468 1.908
O 1.365 3.910 1.516
O 0.300 2.437 3.292
O -0.107 1.999 0.716
P 1.989 -0.269 2.127
O 2.462 -0.910 0.725
O 2.829 -0.722 3.250
O 0.466 -0.427 2.105
H 3.776 2.604 3.137
H 3.330 1.045 3.679
H 2.264 2.319 3.832
H 3.477 2.916 0.647
H 2.836 1.517 -0.196
H 4.256 1.323 0.826
H 0.704 4.608 1.594
H 3.318 -1.353 0.784
```

Results
LUMO = -0.1930 Ha
strongest force on any atom = 2.7 eV/Å
HOMO = -11.5 eV
charge = +1
frontier orbital gap = 6.3 eV

Here are the natural (NBO) charges for atoms 1 to 5, given in e:
1. Pt 1.02
2. O -0.73
3. C -0.05
4. C -0.13
5. C -0.08

=====

# 8
Computed, not measured: the ion C7H18O3P with charge +1 in a non-equilibrium geometry, with ωB97M-V/def2-TZVPD.

The geometry in XYZ format:
```
29
C7H18O3P | the OMol25 dataset | ωB97M-V/def2-TZVPD
C 0.587 2.038 0.832
C -1.905 2.063 0.840
C -0.743 0.380 2.145
C 2.548 0.071 -2.289
C 1.367 -1.719 -0.441
C -2.257 -2.349 -0.654
C -0.673 1.200 0.880
O 2.374 -1.280 -1.661
O 0.904 -0.669 0.062
O -1.740 -1.161 0.013
P -0.703 -0.075 -0.549
H 0.578 2.715 -0.062
H 1.506 1.414 0.742
H 0.662 2.600 1.671
H -2.665 1.463 1.172
H -2.047 2.569 -0.134
H -1.872 2.894 1.538
H 0.219 -0.074 2.415
H -1.043 1.040 2.974
H -1.557 -0.349 2.092
H 3.280 0.755 -1.691
H 1.605 0.513 -2.322
H 2.980 -0.085 -3.253
H 0.564 -2.426 -0.869
H 2.119 -2.179 0.183
H 3.292 -1.462 -1.184
H -3.323 -2.368 -0.397
H -1.822 -3.207 -0.329
H -2.237 -2.312 -1.723
```

Results
LUMO (spin up / spin down) = -0.1200 / -0.2332 Ha
strongest force on any atom = 4.4 eV/Å
multiplicity = 3
HOMO (spin up / spin down) = -8.4 / -14.3 eV
charge = +1
frontier orbital gap (spin up / spin down) = 5.1 / 8.0 eV
⟨S²⟩ = 2.0041

Here are the natural (NBO) charges for atoms 1 to 5, given in e:
1. C -0.63
2. C -0.63
3. C -0.64
4. C -0.25
5. C 0.28